No. 1
Entry from the OMol25 dataset: a structure of composition C32H46Cl2O2P4Re in a non-equilibrium geometry (wB97M-V/def2-TZVPD).

Gap between HOMO and LUMO (spin up / spin down)   8.25 / 5.57 eV
Multiplicity   4
Net charge   +2
Molecular weight   843.73 g/mol
LUMO (spin up / spin down)   -4.5 / -7.3 eV
Relative energy (zero: lowest compared OMol25 entry of this formula, charge and spin)   0.00 kJ/mol

Element x y z (Å)
Re (-0.584, 0.212, -0.379)
Cl (0.047, -1.989, -1.149)
Cl (1.236, 0.103, 1.227)
P (-1.722, -0.953, 1.202)
P (-1.783, 4.633, 0.614)
P (-3.770, 0.202, -4.276)
P (2.181, 0.673, -2.334)
O (-2.461, 3.205, -2.194)
O (0.798, 0.983, -1.731)
C (-3.053, -2.077, 0.635)
C (2.001, -0.418, -3.738)
C (-2.323, 0.954, -1.343)
C (-0.878, 2.026, 0.580)
C (-6.850, -2.200, -5.758)
C (-0.919, 4.783, 2.165)
C (3.342, -0.110, -1.206)
C (-5.761, 2.266, -4.473)
C (-6.920, 2.903, -4.020)
C (-3.494, 5.125, 0.786)
C (-4.756, -3.340, -6.104)
C (-4.785, -1.207, -4.930)
C (-3.937, 1.505, -8.244)
C (-5.667, 1.002, -2.411)
C (-6.137, -3.282, -6.296)
C (-2.522, 2.091, -5.910)
C (-0.956, 5.564, -0.670)
C (-3.084, 2.611, -8.215)
C (-6.812, 1.654, -1.959)
C (-5.140, 1.284, -3.687)
C (2.887, 2.236, -2.831)
C (-2.539, 0.026, 2.510)
C (-0.758, -2.134, 2.251)
C (-2.678, 2.376, -1.028)
C (-1.797, 2.886, 0.085)
C (-3.440, 1.025, -5.906)
C (-7.454, 2.597, -2.765)
C (-4.100, 0.710, -7.105)
C (-6.181, -1.186, -5.061)
C (-4.079, -2.332, -5.421)
C (-2.366, 2.888, -7.044)
C (-2.215, -0.018, -2.160)
H (-1.340, 4.091, 2.905)
H (-1.683, 3.736, -7.018)
H (-5.360, 2.528, -5.450)
H (-6.766, -0.375, -4.636)
H (2.141, 2.794, -3.407)
H (-1.926, 2.294, -5.016)
H (-0.193, 2.323, 1.392)
H (-3.006, -2.396, -5.274)
H (-3.741, 2.468, -0.723)
H (-1.775, 0.549, 3.096)
H (-4.760, -0.156, -7.171)
H (4.302, -0.274, -1.716)
H (-3.531, 6.213, 0.929)
H (-3.123, -0.633, 3.164)
H (-1.448, -2.716, 2.873)
H (3.153, 2.806, -1.933)
H (-3.930, 4.625, 1.662)
H (-5.179, 0.260, -1.781)
H (0.131, 5.491, -0.526)
H (-3.496, -2.575, 1.508)
H (-2.336, -0.909, -2.789)
H (-0.062, -1.575, 2.884)
H (-2.633, -2.827, -0.044)
H (-7.409, 3.640, -4.656)
H (1.215, -0.022, -4.395)
H (3.787, 2.077, -3.440)
H (2.922, -1.069, -0.873)
H (-3.200, 0.768, 2.049)
H (-3.060, 2.937, -2.901)
H (-1.229, 5.131, -1.641)
H (0.143, 4.558, 2.025)
H (-0.186, -2.808, 1.605)
H (-4.189, -4.191, -6.503)
H (-1.270, 6.614, -0.610)
H (-7.204, 1.413, -0.968)
H (3.484, 0.547, -0.338)
H (-4.057, 4.847, -0.113)
H (-2.974, 3.250, -9.098)
H (-8.365, 3.089, -2.418)
H (-7.929, -2.145, -5.884)
H (2.948, -0.475, -4.287)
H (-3.825, -1.507, 0.109)
H (-4.483, 1.262, -9.156)
H (-6.659, -4.061, -6.852)
H (-1.029, 5.811, 2.526)
H (1.710, -1.414, -3.380)

Löwdin analysis output, partial charges in e:
1 Re 0.94
2 Cl 0.07
3 Cl 0.13
4 P 0.60
5 P 0.89
6 P 1.14
7 P 0.60
8 O -0.03
9 O -0.56
10 C -0.23
11 C -0.16
12 C -0.29
13 C -0.27
14 C -0.06
15 C -0.17
16 C -0.21
17 C -0.07
18 C -0.05
19 C -0.16
20 C -0.08
21 C -0.36
22 C -0.06
23 C -0.13
24 C -0.06
25 C -0.12
26 C -0.15
27 C -0.06
28 C -0.08
29 C -0.38
30 C -0.15
31 C -0.23
32 C -0.27
33 C -0.36
34 C -0.34
35 C -0.36
36 C -0.06
37 C -0.07
38 C -0.08
39 C -0.11
40 C -0.08
41 C -0.05
42 H 0.08
43 H 0.11
44 H 0.11
45 H 0.10
46 H 0.07
47 H 0.09
48 H 0.03
49 H 0.10
50 H 0.15
51 H 0.06
52 H 0.11
53 H 0.08
54 H 0.08
55 H 0.07
56 H 0.06
57 H 0.07
58 H 0.08
59 H 0.09
60 H 0.08
61 H 0.06
62 H 0.03
63 H 0.02
64 H 0.04
65 H 0.12
66 H 0.07
67 H 0.07
68 H 0.03
69 H 0.04
70 H 0.08
71 H 0.06
72 H 0.07
73 H 0.03
74 H 0.12
75 H 0.08
76 H 0.11
77 H 0.03
78 H 0.07
79 H 0.12
80 H 0.12
81 H 0.11
82 H 0.07
83 H 0.04
84 H 0.12
85 H 0.12
86 H 0.08
87 H 0.03

No. 2
Entry from the OMol25 dataset: a structure of composition C16H11ClIrN3O11S in a non-equilibrium geometry (wB97M-V/def2-TZVPD).

Gap between HOMO and LUMO   8.22 eV
Molecular weight   681.01 g/mol
LUMO   -1.4 eV
Relative energy (zero: lowest compared OMol25 entry of this formula, charge and spin)   8.14 kJ/mol

Element x y z (Å)
Ir (-0.956, 0.901, -0.193)
Cl (-2.632, 2.907, 0.529)
S (3.715, 1.051, 1.262)
O (-3.500, -7.230, -2.108)
O (-2.627, 1.447, 0.928)
O (-1.000, -1.140, -0.029)
O (4.304, -0.072, 1.925)
O (-4.681, -6.236, -3.605)
O (0.085, 1.646, 1.364)
O (-3.817, 3.221, -0.159)
O (4.382, 1.579, 0.097)
O (-2.392, 3.725, 1.646)
O (-1.452, 2.929, -0.415)
O (-2.146, -0.138, -1.557)
N (-3.820, -6.253, -2.751)
N (0.608, 0.658, -1.367)
N (2.147, 0.755, 0.879)
C (-3.247, -2.580, -2.507)
C (1.433, 3.510, 3.230)
C (-2.401, -4.924, -1.242)
C (-3.301, -4.944, -2.292)
C (1.359, 1.586, 1.493)
C (-2.339, -2.536, -1.454)
C (2.801, 0.199, -2.657)
C (1.537, 0.439, -1.989)
C (3.657, 4.100, 3.987)
C (-1.818, -1.234, -1.004)
C (3.382, 2.362, 2.413)
C (2.013, 2.539, 2.435)
C (-1.915, -3.699, -0.820)
C (4.235, 3.127, 3.178)
C (2.278, 4.290, 4.012)
C (-3.739, -3.800, -2.935)
H (2.869, 0.809, -3.557)
H (0.360, 3.649, 3.232)
H (3.592, 0.477, -1.956)
H (-3.562, -1.659, -2.978)
H (5.306, 2.979, 3.151)
H (-2.098, -5.849, -0.778)
H (4.290, 4.722, 4.607)
H (2.884, -0.854, -2.920)
H (-4.446, -3.879, -3.747)
H (1.859, 5.057, 4.650)
H (-1.210, -3.635, -0.002)

natural (NBO) analysis output, partial charges in e:
1 Ir 1.35
2 Cl 2.52
3 S 2.29
4 O -0.36
5 O -0.79
6 O -0.59
7 O -0.92
8 O -0.36
9 O -0.66
10 O -0.73
11 O -0.96
12 O -0.73
13 O -0.78
14 O -0.62
15 N 0.53
16 N -0.37
17 N -0.83
18 C -0.16
19 C -0.16
20 C -0.20
21 C 0.05
22 C 0.63
23 C -0.10
24 C -0.74
25 C 0.52
26 C -0.19
27 C 0.75
28 C -0.23
29 C -0.16
30 C -0.16
31 C -0.21
32 C -0.20
33 C -0.20
34 H 0.27
35 H 0.24
36 H 0.31
37 H 0.24
38 H 0.23
39 H 0.26
40 H 0.22
41 H 0.27
42 H 0.26
43 H 0.22
44 H 0.25

No. 3
Entry from the OMol25 dataset: a cluster of 7 separate species, C4H23N2O7 in total in a non-equilibrium geometry (wB97M-V/def2-TZVPD).

Gap between HOMO and LUMO   10.37 eV
Net charge   +1
Molecular weight   211.23 g/mol
LUMO   -2.7 eV
Relative energy (zero: lowest compared OMol25 entry of this formula, charge and spin)   266.88 kJ/mol

Element x y z (Å)
O (3.230, -0.721, -1.980)
O (-1.176, -0.354, 3.656)
O (2.839, -0.315, 0.957)
O (-2.595, 1.616, 2.009)
O (-2.886, 0.380, -0.526)
O (0.710, -2.206, -3.367)
O (1.047, 1.950, 0.681)
N (-1.496, -1.406, 1.165)
N (-0.292, 0.035, -1.423)
C (0.520, 2.210, -0.372)
C (0.467, 1.289, -1.564)
C (-0.115, -0.876, 0.916)
C (0.256, -1.008, -0.553)
H (2.337, 0.498, 0.811)
H (-0.881, -0.192, 4.559)
H (-2.106, -0.747, 0.665)
H (3.957, -0.321, -2.464)
H (1.591, -2.044, -2.990)
H (3.396, -0.459, -1.061)
H (-2.821, 1.451, 1.081)
H (-0.072, -1.998, -0.889)
H (-3.627, 0.838, -0.942)
H (0.018, 3.191, -0.459)
H (-0.169, 0.142, 1.231)
H (0.975, -2.206, -4.275)
H (-1.864, 0.317, 3.523)
H (0.662, -1.386, 1.452)
H (-2.121, 0.563, -1.129)
H (2.643, -0.621, 1.842)
H (0.026, 1.773, -2.434)
H (1.509, 1.156, -1.883)
H (-0.302, -0.411, -2.337)
H (-3.321, 2.146, 2.355)
H (-1.772, -1.542, 2.139)
H (1.290, -1.269, -0.672)
H (-1.630, -2.318, 0.722)

natural (NBO) analysis output, partial charges in e:
1 O -0.98
2 O -0.99
3 O -0.98
4 O -0.99
5 O -1.01
6 O -0.96
7 O -0.54
8 N -0.69
9 N -0.66
10 C 0.45
11 C -0.36
12 C -0.24
13 C -0.28
14 H 0.49
15 H 0.49
16 H 0.47
17 H 0.48
18 H 0.49
19 H 0.50
20 H 0.49
21 H 0.22
22 H 0.50
23 H 0.14
24 H 0.25
25 H 0.48
26 H 0.50
27 H 0.23
28 H 0.52
29 H 0.48
30 H 0.22
31 H 0.23
32 H 0.42
33 H 0.49
34 H 0.47
35 H 0.25
36 H 0.42

Q: Which formula does entry 1 have?
A: C32H46Cl2O2P4Re

Q: The highest molecular weight belongs to which entry?
A: C32H46Cl2O2P4Re

Q: Which of these has the lowest relative energy (zero: lowest compared OMol25 entry of this formula, charge and spin)?
A: C32H46Cl2O2P4Re